Entry 1:
49
Properties=species:S:1:pos:R:3:forces:R:3 method="wB97M-V/def2-TZVPD" spin_multiplicity=2 gap_ev="2.223 / 8.929" lumo_energy_ev="0.14 / 0.11"
C 1.118717 0.868851 -0.019879 -0.498 -1.985 -0.358
C 1.907452 0.847068 -1.360591 0.235 0.808 -0.046
C 1.053619 0.328439 -2.565064 0.684 -1.467 -0.081
C -3.930405 0.818018 -3.364878 -0.477 5.542 -0.473
C -2.659589 1.266680 -3.573302 -2.837 -1.403 0.234
C -1.441320 0.513312 -3.363945 3.579 1.018 2.133
C -0.299496 1.010193 -2.733291 -2.330 0.488 -1.077
N 1.521171 -0.360029 0.881904 -1.506 0.784 -1.800
H 1.359716 1.731945 0.533044 0.493 0.886 0.814
H -0.009826 0.888965 -0.098847 1.294 -0.416 -0.255
H 2.895736 0.273008 -1.239621 -1.576 0.824 -0.226
H 2.192988 1.931017 -1.526923 -0.241 -1.163 -0.098
H 0.990996 -0.803966 -2.457934 -0.532 1.177 0.083
H 1.655875 0.370547 -3.517540 -0.515 0.533 0.838
H -4.985133 1.427537 -3.271254 3.166 -0.833 -0.973
H -4.156309 -0.115042 -3.176609 -0.542 -4.950 1.441
H -2.613535 2.180551 -4.070646 0.558 1.986 -0.018
H -1.346866 -0.523241 -3.519751 -0.507 -1.332 -0.699
H -0.426596 2.055402 -2.340887 0.607 -0.835 -0.467
H 0.676909 -0.712461 1.375398 0.557 -0.247 -0.279
H 2.104548 -0.012760 1.618894 1.011 0.014 0.955
H 2.004451 -1.099000 0.319527 -0.382 0.309 0.667
H 3.448772 -1.998131 -1.815534 -2.483 -1.209 -4.415
H 4.155984 -2.590268 -0.716618 1.711 -4.711 2.245
O 3.869138 -1.829368 -1.054326 0.717 6.125 2.090
H -2.480864 0.259591 3.556121 -0.099 -1.868 0.440
H -3.086271 -0.078477 2.383350 0.190 -1.841 0.534
O -2.778721 -0.628999 3.170380 0.014 3.581 -0.770
H 4.193751 0.113078 3.129550 2.073 -0.340 -1.531
H 3.278424 0.144683 4.096482 -1.560 0.382 0.201
O 3.324298 0.459012 3.175354 -0.599 -0.024 1.081
H -3.295861 -1.171509 0.435974 -0.419 -1.141 0.345
H -3.292992 0.230385 0.036661 -0.996 1.683 -0.587
O -2.705167 -0.468450 0.218194 1.438 -0.459 0.048
H 0.232014 -1.114168 4.480332 0.804 1.939 -3.262
H -0.533846 -1.105222 3.199020 -0.093 0.489 -0.494
O 0.275809 -0.633221 3.486708 -0.887 -2.361 3.659
H -0.894915 4.931412 2.732015 -2.116 -1.311 -1.544
H -2.359994 4.500653 1.914125 1.353 0.702 0.709
O -1.438030 4.264453 2.176972 1.018 1.107 0.568
H 2.823307 -4.189434 -0.033802 -0.233 -0.311 0.246
H 2.168799 -4.035016 1.392463 0.075 -0.277 -0.016
O 2.397566 -3.576185 0.577005 -0.055 0.547 -0.119
H 1.640864 -3.450237 -3.856514 0.356 -0.323 1.414
H 0.926793 -4.221126 -2.782983 -0.594 -0.431 0.472
O 1.724545 -3.716790 -2.898796 0.326 0.856 -1.850
H -2.199174 2.655385 2.399879 -0.841 -0.546 0.686
H -3.246634 2.932960 3.507685 0.336 -1.284 -1.198
O -3.039835 2.279268 2.776923 0.325 1.288 0.732



Entry 2:
50
Properties=species:S:1:pos:R:3:forces:R:3 method="wB97M-V/def2-TZVPD" gap_ev=8.813 de_lowest_ev=5.0563 lumo_energy_ev=0.16 smiles="C=CC(=C)C(=C)C.O.O.O.O.O.O.O.O.O.O.O"
C -1.721358 -0.673460 0.735345 -1.085 -0.551 0.225
C -1.335398 -0.303296 -0.686455 -3.143 -0.777 1.103
C -2.360342 -0.028240 -1.502486 4.752 0.856 -3.672
C 0.589713 -1.379357 -1.862620 -1.039 0.630 1.232
C 0.053126 -0.503971 -0.950197 3.890 -0.198 -1.492
C 0.958642 0.336868 -0.091469 0.853 1.719 0.379
C 2.304890 0.550597 -0.179998 -2.183 0.603 3.302
H -2.803939 -0.428781 0.975355 1.254 -0.297 -0.441
H -1.113636 -0.163378 1.487151 0.005 -0.443 -0.103
H -1.599831 -1.795877 0.787634 -0.114 1.347 0.333
H -2.125174 0.297325 -2.586945 -0.388 -0.759 1.684
H -3.311682 0.141215 -1.223374 -3.043 0.245 1.278
H 1.664718 -1.537916 -2.071017 -0.840 0.290 0.300
H -0.134574 -2.055925 -2.305075 0.623 0.369 -0.540
H 0.418836 0.988871 0.640835 0.495 -0.914 -0.500
H 2.838974 1.157406 0.683944 -1.166 -1.203 -2.300
H 2.838126 -0.040098 -0.848345 1.364 -0.552 -1.086
H 1.089851 3.295332 -1.807353 -0.966 1.189 1.902
H 2.265810 3.208659 -2.759689 2.523 2.003 -0.990
O 1.524906 2.786507 -2.447727 -1.798 -2.789 -0.939
H 0.506105 0.043844 4.230850 2.018 0.612 2.670
H -0.279773 -0.997881 3.566817 -1.123 -2.621 -0.129
O 0.029909 -0.131018 3.477742 -1.123 2.291 -2.136
H 2.469407 -1.719113 3.370715 -1.518 0.367 -2.246
H 1.306284 -1.662386 2.218435 -2.646 -1.195 0.089
O 2.130323 -1.371041 2.481515 4.820 0.551 2.077
H 0.787185 -3.122645 0.314820 -0.222 -0.212 -0.137
H -0.520398 -3.831077 0.034331 -2.451 -0.300 -3.046
O 0.124679 -3.737186 0.666746 2.952 0.651 3.234
H 2.723746 1.444496 -2.776035 -2.139 2.613 2.465
H 2.581889 0.407662 -3.713481 -2.935 -2.368 -2.656
O 3.201115 0.837063 -3.232600 5.517 -0.778 0.301
H -1.344922 -3.093019 -2.133972 -0.361 0.087 0.028
H -2.462147 -3.419054 -1.043342 2.330 -0.556 -1.250
O -1.549464 -3.702116 -1.420941 -2.696 0.135 1.188
H 0.838586 1.375647 -4.349846 0.525 -0.151 -0.026
H 0.066774 0.235187 -4.893084 0.944 -0.212 -0.088
O 1.001003 0.521251 -4.792686 -1.722 0.430 0.054
H -1.947391 2.687066 2.158387 -0.067 0.191 -0.062
H -2.297601 4.054494 1.626266 -0.314 3.115 1.049
O -2.248244 3.184887 1.368984 -0.353 -3.075 -1.344
H -0.301858 2.769675 0.409724 -0.496 -0.529 0.241
H -0.748384 4.143460 -0.103240 2.412 -1.883 0.422
O 0.087227 3.540080 0.014660 -1.595 2.684 -1.087
H -0.532499 -2.949270 1.950945 -0.506 0.658 2.766
H -0.870263 -3.335163 3.464678 -0.075 -1.323 0.871
O -0.800574 -2.570406 2.932194 0.680 0.071 -3.308
H -0.711498 1.438433 3.508228 0.945 -3.662 0.228
H -0.243502 2.819092 3.252116 -0.382 -0.028 0.068
O -1.037363 2.286535 3.423563 -0.413 3.666 0.092



Entry 3:
59
Properties=species:S:1:pos:R:3:forces:R:3 method="wB97M-V/def2-TZVPD" spin_multiplicity=5 gap_ev="7.665 / 7.964" lumo_energy_ev="-2.08 / -1.78"
Cu 0.385195 1.032279 3.205990 -0.328 -0.375 -0.763
Cr -1.210172 -0.904645 0.892668 0.266 1.047 1.251
S 1.459829 1.174746 0.450535 1.837 1.041 -0.914
O 1.673143 2.036011 1.606840 -1.083 1.289 1.001
O 0.352060 0.310756 0.887629 -1.773 -2.141 0.188
O 1.033891 1.935350 -0.734073 -0.063 -0.805 0.462
O 2.693495 0.414268 0.227268 -1.253 -0.244 -0.618
C -3.615685 -0.874390 4.247878 0.107 -0.143 -1.285
C -2.216346 -0.255656 4.124912 0.131 0.630 1.341
C -1.272834 -0.697113 5.258959 -1.121 -0.741 0.247
O -1.527176 -0.345020 2.917296 0.973 -0.390 -2.281
H -4.257007 -0.612605 3.399940 0.188 0.407 -0.078
H -4.135135 -0.494992 5.125157 0.190 -0.270 0.210
H -3.613573 -1.965644 4.186210 0.234 -0.074 0.556
H -2.314689 0.819640 4.331681 -0.546 0.091 -0.142
H -0.487727 0.056358 5.357934 0.426 -0.420 0.076
H -0.964347 -1.739014 5.146043 0.696 0.244 -0.550
H -1.791232 -0.790167 6.218791 -0.130 0.686 0.026
C -1.552693 -1.099650 -3.646476 -1.975 0.600 -0.190
C -2.007402 -1.544406 -2.263914 -1.082 -1.249 0.117
C -2.300938 -3.073728 -2.210538 1.227 0.176 -0.353
O -3.251998 -3.414765 -3.173829 -0.089 0.432 -0.236
C -3.618204 -4.774129 -3.168157 -0.153 -0.317 1.245
N -0.971984 -1.198811 -1.264376 0.130 -0.069 -0.244
H -2.343091 -1.364486 -4.354633 0.317 -0.740 -0.085
H -0.587108 -1.486130 -3.962153 0.051 0.108 0.075
H -1.685975 -0.017806 -3.735931 0.972 0.167 0.346
H -2.929767 -1.066414 -1.927289 -0.014 0.321 -0.468
H -2.540908 -3.422055 -1.197085 -0.493 0.204 0.101
H -1.366598 -3.605253 -2.447143 0.211 0.002 -0.025
H -2.784686 -5.483772 -3.199660 0.302 0.301 -0.484
H -4.330223 -4.971596 -3.962919 0.094 0.155 -0.071
H -4.077804 -4.987072 -2.194009 -0.360 -0.111 -0.122
H -0.185979 -1.742890 -1.628177 0.497 0.161 0.819
H -0.751469 -0.238783 -1.541500 0.252 0.085 0.376
O 3.518375 1.751489 3.314654 -0.048 0.049 0.567
H 2.823912 1.987538 2.674835 0.680 -0.097 0.042
H 4.175493 2.448168 3.226914 0.088 -0.110 0.021
O 5.041041 1.681698 0.230146 -0.234 -0.092 -0.060
H 4.857266 2.596107 -0.010433 0.011 -0.067 -0.118
H 4.169805 1.231361 0.179073 0.760 0.473 0.188
O -1.626118 1.949544 -1.299768 -0.093 -0.387 -0.112
H -1.866610 2.877538 -1.207204 0.021 -0.019 -0.009
H -0.652120 1.949315 -1.289518 -0.135 0.209 0.231
O 2.477994 -2.232287 0.396739 -0.462 0.120 -0.043
H 3.423343 -2.404327 0.393226 0.001 0.020 0.077
H 2.403475 -1.252643 0.444526 0.427 -0.592 -0.048
O 4.020638 -0.125146 -2.716586 0.003 -0.547 0.033
H 4.661586 -0.819713 -2.894273 0.111 0.102 -0.030
H 3.773166 -0.250749 -1.793344 -0.045 -0.030 0.184
O 2.994442 2.357557 -2.576638 -0.217 -0.098 0.239
H 3.606598 1.595245 -2.526003 -0.524 0.601 -0.240
H 2.205645 2.124005 -2.042666 1.027 0.025 -0.452
O 0.685956 4.491151 -1.605318 -0.385 -0.682 -0.155
H 0.695106 4.484536 -2.567534 0.202 0.165 -0.005
H 0.806807 3.546894 -1.361374 0.105 0.851 -0.027
O 1.690921 5.107539 0.925777 -0.002 0.166 -0.031
H 1.461366 5.122122 -0.018705 0.061 0.003 0.213
H 1.747064 4.174667 1.149634 0.009 -0.118 0.007



Entry 4:
68
Properties=species:S:1:pos:R:3:forces:R:3 method="wB97M-V/def2-TZVPD" spin_multiplicity=3 gap_ev="7.645 / 2.501" charge=+2 de_lowest_ev=7.8010 lumo_energy_ev="-5.54 / -10.68"
Cu -1.253200 13.093930 11.717640 0.182 -0.020 1.242
Cu -3.851890 13.189500 16.881700 0.567 -0.268 -0.843
B -3.077630 12.454410 20.064680 3.197 -0.766 0.055
H -3.559840 13.365900 19.747030 -3.457 4.138 0.323
H -2.495240 11.992190 19.282750 2.169 -3.010 -2.242
H -2.433510 12.686570 20.898620 2.929 2.050 2.287
H -3.922430 11.834430 20.321950 -4.875 -2.319 -0.633
B -1.672220 12.449170 14.693910 -0.697 0.337 -1.088
H -2.399370 11.743830 14.322440 -2.897 -2.695 -1.576
H -1.621880 12.274940 15.757560 -0.047 -0.333 4.971
H -0.692950 12.120560 14.382000 4.092 -1.074 -1.479
H -1.922470 13.464760 14.429010 -0.853 4.163 -1.074
C 2.097870 12.319050 18.395940 1.437 -3.760 -1.576
O 1.478410 13.212190 19.005490 -1.723 2.087 0.664
N 3.144360 11.809220 18.989100 1.569 0.669 1.742
N 1.725320 11.699790 17.276610 -0.725 1.632 0.423
H 3.456190 12.250610 19.842350 0.213 -0.137 0.034
H 3.710440 11.050620 18.636710 -0.343 -0.078 -0.081
H 0.958370 12.136060 16.785130 -0.245 -0.524 -0.811
H 2.456670 11.148950 16.850220 -0.473 0.033 -0.586
C -6.792630 15.251780 13.905310 1.119 -0.903 2.181
O -6.026040 14.691670 14.642130 2.136 -1.100 1.594
N -6.716690 16.470060 13.489190 0.223 5.373 -2.336
N -7.916440 14.725290 13.541590 -4.188 -2.814 -1.671
H -6.144420 17.241670 13.800990 0.381 -0.880 0.243
H -7.554170 16.791110 13.024790 0.340 0.334 0.137
H -8.417190 15.095870 12.746610 -0.121 -0.333 0.324
H -8.193630 13.818850 13.890340 0.284 0.175 -0.237
C -0.913340 16.873960 16.907320 -1.931 -3.178 1.935
O -1.764020 16.012260 17.208420 0.748 0.313 -0.130
N 0.350620 16.809710 17.311440 2.021 -1.382 0.881
N -1.166290 17.948500 16.256860 -0.752 3.319 -2.382
H 1.024900 17.545820 17.157900 -0.145 -0.372 0.296
H 0.557490 15.975150 17.841350 0.366 0.497 -0.056
H -0.337090 18.403370 15.902410 -0.844 0.592 -0.329
H -2.103290 18.154800 15.941330 0.409 -0.022 -0.138
C -6.009120 9.309120 15.925820 -1.449 -2.930 -5.482
O -5.539830 10.219340 16.446010 3.280 6.301 4.057
N -6.101740 9.291770 14.553870 -0.394 -0.436 -1.528
N -6.455230 8.249040 16.560300 -0.219 -0.990 0.435
H -6.388700 8.501790 13.993790 0.018 -0.013 0.457
H -5.728940 10.045860 13.994870 0.018 0.001 0.640
H -6.347330 8.492050 17.534670 -0.972 -1.324 0.319
H -7.066980 7.648390 16.026370 -0.128 -0.308 1.210
C 1.086110 9.722750 9.502880 1.247 0.818 -1.755
O 0.940710 10.324790 10.512810 -0.791 1.709 3.714
N 0.623870 8.534380 9.220900 -2.005 -2.945 0.740
N 1.807260 10.183820 8.500520 1.484 1.616 -2.031
H 0.018720 8.281420 9.988960 -0.449 -0.856 -0.608
H 0.370780 8.370920 8.256890 -0.247 -0.522 0.464
H 1.693370 9.717830 7.611700 0.613 0.622 -0.006
H 2.127590 11.137550 8.589280 -0.003 -0.264 -0.491
C 2.560630 15.337510 13.430450 -3.043 -0.714 -1.668
O 1.497900 14.913930 13.026030 -2.023 -1.068 -0.513
N 3.018080 15.023920 14.584210 1.811 -1.369 4.475
N 3.242910 16.143890 12.702140 2.753 3.434 -2.620
H 2.400530 14.425380 15.113810 0.462 0.251 0.148
H 3.820720 15.498420 14.972410 -0.298 -0.397 0.241
H 2.714750 16.598260 11.970920 0.388 -0.158 -0.034
H 4.083410 16.596620 13.031830 -0.184 -0.018 -0.212
C -2.976020 17.875480 10.892610 5.231 -4.928 2.256
O -2.759670 16.719160 11.265710 -0.350 -1.086 0.813
N -4.049140 18.264860 10.439440 -7.435 2.186 -2.743
N -1.998610 18.725680 10.873890 2.463 2.528 0.104
H -4.131740 19.222600 10.129590 -0.853 -0.439 0.012
H -4.778190 17.566840 10.476200 -0.340 0.626 -0.465
H -2.176280 19.570550 10.349750 1.144 0.226 0.636
H -1.226150 18.461480 11.468530 0.205 0.704 -0.632